ORCA calculation (ωB97M-V with the def2-TZVPD basis set) on a molecular structure, C3H4IN3O.

Geometry (Å):
O1 -1.26327 0.58784 0.67829
H1 0.90629 -2.24111 -1.31131
H2 -1.09514 2.99998 0.15893
N1 0.24727 -2.42913 -0.55388
H3 0.39674 2.95444 -0.72493
C1 -0.20414 -1.29211 -0.03206
C2 0.72475 0.39273 -0.29422
N2 -0.18592 2.61829 0.05786
C3 -0.21882 1.23978 0.08829
I1 2.49468 0.46213 -1.33608
H4 0.40215 -3.14928 0.12291
N3 -1.25148 -0.80268 0.43971

Energy relative to the best compared isomer or geometry (same formula, charge and spin), kJ/mol: 187.0
HOMO-LUMO gap, Ha: 0.31953
F_max, eV/Å: 8.020